1.
6
Properties=species:S:1:pos:R:3 method="wB97M-V/def2-TZVPD" de_lowest_kcal_mol=72.34 largest_force_ha_per_bohr=0.080 homo_ev=-9.21 charge=0
C 0.570 -0.162 0.627
S -0.466 -1.478 -0.067
I 2.531 -0.004 -0.050
H -0.168 1.392 -0.182
H 0.264 -0.070 1.647
H 0.254 -2.609 0.362

---

2.
5
Properties=species:S:1:pos:R:3 method="wB97M-V/def2-TZVPD" de_lowest_kcal_mol=25.03 largest_force_ha_per_bohr=0.049 homo_ev=-9.12 charge=0
C -0.229 -0.256 0.240
N 0.473 -0.043 -0.793
H -1.301 -0.404 0.096
H 0.042 -0.109 1.280
H 1.015 0.811 -0.823

---

3.
7
Properties=species:S:1:pos:R:3 method="wB97M-V/def2-TZVPD" de_lowest_kcal_mol=0.60 largest_force_ha_per_bohr=0.019 homo_ev=-18.53 charge=+1
C -0.520 -0.238 0.428
N 3.717 1.949 -2.127
N 2.987 1.725 -1.342
O 0.679 0.047 0.455
H -1.045 -0.276 1.391
H -1.081 -0.458 -0.485
H 1.197 0.129 -0.383

---

4.
7
Properties=species:S:1:pos:R:3 method="wB97M-V/def2-TZVPD" de_lowest_kcal_mol=25.50 largest_force_ha_per_bohr=0.087 spin_multiplicity=3 homo_ev="-13.86 / -18.38" charge=+1
C -0.845 0.745 0.043
N 1.510 0.441 0.080
N -1.408 -0.349 -0.054
O 2.230 -0.472 -0.052
H 1.964 1.427 0.182
H -2.466 -0.501 -0.001
H -0.986 -1.291 -0.197

---

5.
8
Properties=species:S:1:pos:R:3 method="wB97M-V/def2-TZVPD" de_lowest_kcal_mol=6.40 largest_force_ha_per_bohr=0.080 homo_ev=-3.51 charge=-1
N -1.315 0.187 -0.056
N -0.202 -0.739 0.050
C 1.236 0.118 -0.041
O 2.148 -0.637 -0.028
O 1.077 1.323 -0.014
H -1.709 0.091 0.825
H -0.799 1.131 -0.112
H -0.436 -1.475 -0.624

---

6.
8
Properties=species:S:1:pos:R:3 method="wB97M-V/def2-TZVPD" de_lowest_kcal_mol=35.59 largest_force_ha_per_bohr=0.091 homo_ev=-1.83 charge=-1
C -1.589 0.105 -0.038
N 1.443 0.106 -0.211
N 0.374 -0.846 0.046
O -2.405 -0.747 -0.085
O -1.230 1.263 0.105
H 1.844 0.037 -1.065
H 1.238 1.016 0.145
H 0.326 -0.933 1.102

---

7.
8
Properties=species:S:1:pos:R:3 method="wB97M-V/def2-TZVPD" de_lowest_kcal_mol=146.19 largest_force_ha_per_bohr=0.234 spin_multiplicity=3 homo_ev="0.13 / -4.38" charge=-1
C -0.177 -1.405 0.225
N -0.637 -1.360 -0.836
N 0.572 1.468 0.337
O -0.329 0.837 1.350
O -0.999 -1.386 -2.073
H 0.356 1.053 -0.559
H -0.307 -0.309 0.937
H 1.521 1.102 0.620

---

8.
8
Properties=species:S:1:pos:R:3 method="wB97M-V/def2-TZVPD" de_lowest_kcal_mol=37.60 largest_force_ha_per_bohr=0.041 homo_ev=-15.94 charge=+1
C -0.765 -1.275 -0.996
N 0.623 1.285 0.464
N 0.173 0.059 0.356
O -0.985 -0.893 -2.031
O 0.264 -0.679 1.302
H -0.691 -2.054 -0.247
H 0.467 1.981 -0.252
H 0.915 1.575 1.405

---

9.
9
Properties=species:S:1:pos:R:3 method="wB97M-V/def2-TZVPD" de_lowest_kcal_mol=62.27 largest_force_ha_per_bohr=0.051 homo_ev=-15.85 charge=+1
C -3.930 -0.460 -0.045
N -2.777 -0.394 -0.043
N 1.219 0.402 0.095
O 3.592 1.156 -0.062
O 2.981 -1.346 -0.101
S 2.744 0.031 -0.051
H -4.963 -0.589 0.011
H 0.763 1.261 0.375
H 0.372 -0.061 -0.179

---

10.
8
Properties=species:S:1:pos:R:3 method="wB97M-V/def2-TZVPD" de_lowest_kcal_mol=122.02 largest_force_ha_per_bohr=0.093 homo_ev="-8.49 / -6.69" charge=0
C -0.064 0.452 -1.053
N -0.024 0.563 0.400
N 0.171 1.687 -0.317
O -0.261 -2.113 1.482
P 0.939 -1.354 1.443
H 0.916 0.035 -1.469
H -0.996 0.278 -1.665
H -0.681 0.452 1.177

---

11.
8
Properties=species:S:1:pos:R:3 method="wB97M-V/def2-TZVPD" de_lowest_kcal_mol=67.69 largest_force_ha_per_bohr=0.058 homo_ev=-9.18 charge=0
O 2.823 -1.002 -0.202
P 2.111 0.268 0.009
N 0.450 0.121 -0.056
C -1.090 -0.358 0.109
N -0.565 0.993 0.282
H -1.180 -0.860 1.066
H -1.638 -0.880 -0.809
H -0.911 1.716 -0.399

---

12.
8
Properties=species:S:1:pos:R:3 method="wB97M-V/def2-TZVPD" de_lowest_kcal_mol=95.54 largest_force_ha_per_bohr=0.056 homo_ev="-7.57 / -7.57" charge=0
C -1.022 0.071 0.387
N 0.182 -0.406 -0.203
N -0.856 -1.293 0.088
O 2.273 0.970 -0.537
P 1.924 -0.086 0.418
H -1.162 0.443 1.367
H -1.597 0.618 -0.327
H 0.259 -0.316 -1.193